12
Properties=species:S:1:pos:R:3:forces:R:3 method="wB97M-V/def2-TZVPD" orbital_gap_ev=9.78 e_homo_ev=-15.02 de_lowest_kj_mol=385.9 total_charge=+1
C -0.986062 -0.440257 -0.523894 0.5 -1.9 -1.8
C -0.225607 0.646455 -1.228292 -1.8 -0.5 -0.1
C 0.536372 0.383108 1.222439 1.8 0.8 -0.5
N 0.398129 -0.125305 -0.145737 -0.6 -1.2 0.9
I 1.500578 -1.395512 2.026241 -0.3 0.3 0.1
H -1.874975 -0.272173 0.044942 0.1 0.9 1.0
H -1.054383 -1.478219 -0.872181 0.1 0.6 -0.7
H 0.103152 0.519944 -2.229639 0.8 -0.6 -0.5
H -0.675949 1.635587 -1.132156 0.7 0.0 0.9
H 1.383126 1.108854 1.064645 -1.2 -0.2 1.3
H -0.420564 0.693737 1.725291 1.3 -0.2 -0.5
H 1.316183 -1.276220 0.048340 -1.4 1.9 -0.2

---

12
Properties=species:S:1:pos:R:3:forces:R:3 method="wB97M-V/def2-TZVPD" orbital_gap_ev=8.64 e_homo_ev=-8.77 de_lowest_kj_mol=172.8 total_charge=0 smiles="CC#CCC=S"
C 0.369032 2.261327 -2.750992 1.1 1.1 -1.9
C 0.498855 1.321566 -1.710033 -0.2 -0.3 0.8
C 0.585896 0.540162 -0.817523 1.1 -2.2 1.4
C 0.810280 -0.625402 0.128771 1.2 1.1 -1.5
C 0.023268 -0.460453 1.309413 -2.2 -0.1 2.0
S -1.089969 -1.498505 1.889123 0.7 0.6 -0.3
H 0.869475 3.211085 -2.505899 -0.1 -0.3 0.0
H -0.659598 2.496891 -2.965434 -0.4 0.0 -0.2
H 0.880518 1.851043 -3.667213 -0.7 0.5 0.7
H 1.846447 -0.756208 0.503605 -0.1 0.6 -0.6
H 0.593028 -1.548004 -0.344312 -0.4 -0.9 -0.7
H 0.185648 0.498073 1.795473 -0.1 0.0 0.3

---

21
Properties=species:S:1:pos:R:3:forces:R:3 method="wB97M-V/def2-TZVPD" orbital_gap_ev="6.38 / 7.57" e_homo_ev="-7.08 / -8.24" de_lowest_kj_mol=323.2 total_charge=0
C 3.015062 0.497130 0.616753 -3.0 0.7 0.5
C 2.579726 0.260366 -0.662795 0.6 0.2 0.0
C 2.040667 1.020538 1.547684 2.0 -0.9 -1.2
C 1.305177 0.399935 -1.116444 -0.4 1.7 -0.1
C 0.820943 1.352689 1.091036 -1.9 0.1 -0.7
C 0.390834 1.108963 -0.285203 0.1 -1.3 1.0
C -2.144266 1.217313 -1.011022 -0.5 1.8 0.3
C -0.907944 1.309049 -0.659225 0.5 -0.2 -0.1
C -2.368681 -1.154038 0.421284 -0.4 1.6 0.6
N -1.558286 -2.199431 -0.129818 -0.2 1.0 0.4
S -3.277929 -0.100970 -0.861845 -0.2 -1.3 0.5
S -2.151083 -3.690592 -0.354842 0.2 0.2 -0.2
H 3.993102 0.196245 0.764271 1.8 0.0 1.2
H 3.322383 0.110409 -1.395327 0.8 -1.0 -0.7
H 2.255778 1.157901 2.580365 0.3 0.1 0.6
H 1.151527 0.210530 -2.167416 -0.6 0.0 0.0
H 0.072852 1.717232 1.804816 0.3 0.1 -0.4
H -2.667482 2.181292 -1.194138 0.2 -0.7 -0.5
H -3.043162 -1.230039 1.319907 0.1 -1.2 -1.1
H -1.752218 -0.328066 0.794346 0.7 -0.6 -0.2
H -1.076997 -4.036455 -1.102387 -0.4 -0.4 0.2

---

46
Properties=species:S:1:pos:R:3:forces:R:3 method="wB97M-V/def2-TZVPD" orbital_gap_ev=8.72 e_homo_ev=-8.40 de_lowest_kj_mol=197.4 total_charge=0
C -2.682893 0.685405 1.309151 -0.2 -0.2 0.0
H -1.641882 0.377465 1.371823 0.1 0.0 0.0
H -3.016443 0.964806 2.305940 0.0 0.1 0.1
C -3.558316 -0.432835 0.753791 0.1 0.1 -0.2
H -4.598304 -0.101943 0.731882 -0.1 -0.1 0.0
C -3.159066 -0.842011 -0.666322 -0.4 -0.1 0.1
N -1.862793 -1.476431 -0.719122 0.0 0.4 0.0
C -1.715489 -2.791148 -0.964456 0.1 0.1 -0.2
O -2.636351 -3.551143 -1.196479 -0.1 -0.3 0.0
C -0.276872 -3.260803 -0.939863 0.0 -0.4 0.5
H 0.444282 -2.453539 -1.041489 0.1 0.0 0.1
H -0.120937 -4.004936 -1.720112 0.0 0.0 0.1
S 0.105805 -4.170727 0.636257 -1.1 1.0 -0.2
O 1.556735 -4.365264 0.607413 1.1 -0.3 0.0
C -0.155479 -2.715539 1.802030 0.1 -0.6 -0.4
C 0.792436 -1.634251 1.496256 1.1 0.0 0.4
C 2.106694 -1.508336 1.865264 -1.0 -0.7 0.1
O 2.580352 -0.373439 1.298471 0.2 0.4 -0.2
C 1.555874 0.145950 0.596300 -0.9 -0.8 0.1
N 0.473460 -0.578720 0.683760 0.5 0.8 -0.3
C 1.702736 1.373253 -0.153212 0.3 0.6 -0.3
C 0.611070 1.893822 -0.836984 0.1 0.0 0.0
C 0.732105 3.076046 -1.562714 0.1 -0.1 0.1
C 1.959689 3.732468 -1.599112 -0.2 0.1 -0.2
C 3.044028 3.205326 -0.914398 0.0 0.0 0.0
C 2.931055 2.036033 -0.192481 -0.1 -0.1 0.0
H 3.776599 1.628749 0.338536 0.1 0.0 0.0
H 3.990515 3.723793 -0.950663 0.1 0.0 0.0
H 2.083993 4.649289 -2.152943 0.0 0.1 -0.1
O -0.397202 3.498431 -2.190429 0.0 -0.3 0.2
C -0.345572 4.682219 -2.950672 0.0 0.2 -0.1
H -1.347038 4.814142 -3.356842 0.1 0.0 0.0
H 0.369997 4.600081 -3.774873 0.0 0.0 0.0
H -0.090635 5.547701 -2.330784 0.0 0.0 0.0
H -0.341293 1.391859 -0.810658 -0.2 -0.1 0.0
C 2.993381 -2.348828 2.703331 0.0 0.1 -0.1
H 3.995189 -1.929296 2.705593 0.1 0.0 0.1
H 3.022611 -3.358654 2.298015 0.0 0.0 0.0
H 2.621471 -2.396377 3.726533 0.1 0.0 0.1
H -1.189286 -2.404522 1.689377 -0.1 0.1 0.1
H 0.019006 -3.121400 2.796882 -0.1 -0.1 0.0
H -1.061319 -0.940249 -0.392816 0.0 -0.2 -0.1
H -3.877442 -1.564450 -1.061562 0.1 0.2 0.0
H -3.147397 0.041469 -1.313461 -0.1 0.0 0.0
H -3.504133 -1.308257 1.404672 -0.1 -0.1 0.0
H -2.742941 1.564791 0.671167 0.0 0.2 -0.1

---

78
Properties=species:S:1:pos:R:3:forces:R:3 method="wB97M-V/def2-TZVPD" orbital_gap_ev=5.60 e_homo_ev=-3.29 de_lowest_kj_mol=64.0 total_charge=-1
W -0.583721 -0.103333 0.243656 0.8 -0.3 0.8
Cl 1.829997 6.302196 2.427402 0.0 0.1 0.0
C 1.770379 4.607387 2.037852 -0.1 0.0 0.0
C 0.607773 4.089037 1.488744 0.1 0.0 0.0
C 0.525808 2.735636 1.170384 0.1 -0.2 0.0
N -0.564777 2.111259 0.548496 -0.1 0.3 0.2
C -1.734960 2.764085 0.479745 -0.3 -0.1 -0.2
O -2.089480 3.858513 0.917671 0.1 0.0 0.1
C -2.711681 2.023988 -0.389300 0.1 0.0 0.2
C -3.995716 2.499399 -0.620506 0.2 -0.2 -0.2
C -4.756970 1.849904 -1.573618 -0.1 0.0 0.0
C -4.208314 0.773069 -2.267587 0.1 0.0 0.1
C -2.943254 0.335878 -1.927279 -0.1 0.1 0.0
N -2.221659 0.934620 -0.973289 -0.3 0.0 -0.1
C 1.624936 1.886437 1.396677 -0.1 0.2 0.0
C 2.780957 2.431753 1.959274 -0.1 0.0 -0.1
C 2.849245 3.777677 2.269670 0.1 0.0 0.0
Cl 4.319730 4.396561 2.968815 0.0 0.0 0.0
N 1.505458 0.585357 0.917309 0.0 -0.1 0.0
C 2.360819 -0.317410 1.473596 0.0 0.2 0.1
O 2.847870 -0.252175 2.600129 0.0 0.0 -0.1
C 2.896316 -1.458648 0.634501 0.0 -0.2 0.1
C 3.278612 -2.629613 1.298012 0.0 0.1 -0.1
C 3.859352 -3.648677 0.574031 0.0 0.1 0.0
C 4.077735 -3.462134 -0.788297 0.0 0.0 0.0
C 3.692491 -2.258906 -1.349939 0.0 -0.1 -0.1
N 3.103223 -1.276583 -0.665132 -0.1 0.1 0.0
H -0.230993 4.739550 1.319367 0.0 0.0 0.0
H -4.318348 3.369387 -0.068511 0.0 0.0 0.0
H -5.762487 2.185350 -1.795664 0.0 0.0 0.0
H -4.751892 0.267318 -3.053422 0.0 0.0 0.0
H -2.471246 -0.508743 -2.410248 0.0 0.0 0.0
H 3.636966 1.812942 2.168082 0.0 0.0 0.0
H 3.106155 -2.697126 2.361624 0.0 0.0 0.0
H 4.143178 -4.575368 1.056861 0.0 0.0 0.0
H 4.538247 -4.227775 -1.398574 0.0 0.0 0.0
H 3.855384 -2.067201 -2.406907 0.0 0.0 0.0
C 0.176454 -4.041638 2.265406 0.0 0.0 0.0
C -0.201829 -2.641958 1.896155 0.0 0.0 -0.1
N 0.077936 -2.065391 0.676463 0.1 -0.3 -0.1
O 0.575754 -3.055619 -0.217061 -0.1 0.2 0.0
C -0.849443 -1.778522 2.731743 0.0 0.2 -0.2
C -1.443582 -2.012271 4.078830 0.0 0.0 0.1
N -0.842931 -0.533333 2.164177 -0.1 0.0 -0.2
O -1.850510 0.338964 2.262929 0.0 0.0 0.0
H 0.218842 -4.693603 1.398055 0.0 0.0 0.0
H -0.553486 -4.442391 2.970991 0.0 0.0 0.0
H 1.154833 -4.077024 2.755549 0.0 0.0 0.0
H 1.339609 -2.633302 -0.632749 0.0 0.0 0.0
H -0.723804 -2.457267 4.770427 0.0 0.0 0.0
H -2.319738 -2.666854 4.050310 0.0 0.0 0.0
H -1.758820 -1.054490 4.491374 0.0 0.0 0.0
C -4.302449 -3.590444 0.147146 0.0 0.0 0.0
C -4.381113 -2.536972 1.036015 -0.1 -0.1 0.0
C -3.436081 -1.523969 0.979619 0.2 0.1 -0.1
N -2.424713 -1.529260 0.097162 -0.3 -0.1 0.0
C -2.338369 -2.575455 -0.746162 0.1 0.2 0.1
C -3.251670 -3.605732 -0.762721 -0.1 0.0 0.0
H -5.033175 -4.388847 0.162716 0.0 0.0 0.0
H -5.166147 -2.478490 1.777588 0.0 0.0 0.0
H -3.431174 -0.676688 1.655932 -0.1 0.0 0.0
H -1.483487 -2.565666 -1.406663 0.0 0.0 0.0
H -3.124792 -4.410379 -1.473654 0.0 0.0 0.0
C 0.507329 -0.091430 -4.639637 0.0 0.1 0.1
Ge 0.530148 0.803533 -2.867144 -0.1 -0.1 0.1
C -0.592992 2.413519 -3.050444 0.1 0.0 -0.1
C 2.345626 1.459012 -2.515854 -0.1 0.0 -0.1
C 0.101545 -0.536247 -1.497622 0.1 0.0 -0.5
H 0.848009 0.595064 -5.417070 0.0 0.0 0.0
H -0.495905 -0.430509 -4.902557 0.0 0.0 0.0
H 1.167484 -0.960417 -4.639326 0.0 0.0 0.0
H -0.090733 3.054846 -3.779176 0.0 0.0 0.0
H -0.663582 2.964280 -2.114040 0.0 0.0 0.0
H -1.597005 2.205224 -3.418845 0.0 0.0 0.0
H 2.636539 2.194560 -3.269322 0.0 0.0 0.0
H 3.060059 0.639056 -2.506473 0.0 0.0 0.0
H 2.379309 1.925473 -1.530969 0.0 0.0 0.0
H 0.617720 -1.433097 -1.832552 0.0 -0.1 0.0

---

41
Properties=species:S:1:pos:R:3:forces:R:3 method="wB97M-V/def2-TZVPD" orbital_gap_ev=3.47 e_homo_ev=-3.78 total_charge=-1
C -6.117357 1.387925 1.823648 0.5 -0.3 0.0
C -5.014410 2.022154 2.414784 0.3 -0.4 -0.2
C -3.769330 1.370164 2.486266 -0.3 0.0 -0.2
C -3.642971 0.020718 2.107691 -0.1 -0.1 -0.1
C -2.319881 -0.723053 2.305239 0.0 0.2 0.2
C -1.027186 -0.489962 1.410751 0.5 0.2 0.0
C 0.191430 -1.033967 2.180959 -0.3 -0.1 0.0
O 0.677013 0.088211 2.918089 0.1 -0.5 0.3
C 0.182611 1.248213 2.292787 -1.9 -1.0 -2.5
O 0.451039 2.345164 2.748242 0.3 -0.3 -0.1
N -0.598045 0.871598 1.181303 0.4 1.2 1.8
C -4.803639 -0.653023 1.661351 0.3 0.5 -0.2
C -5.988540 0.054351 1.407083 0.2 0.1 0.4
H -7.067031 1.914102 1.697553 0.3 -0.1 0.0
H -5.118106 3.028445 2.825187 0.1 -0.2 -0.3
H -2.876604 1.900256 2.837616 -0.4 -0.2 -0.1
H -1.995485 -0.473549 3.338607 -0.1 -0.4 -0.4
H -2.537560 -1.803813 2.218604 0.1 0.3 0.3
H -1.128187 -1.066374 0.468622 -0.2 0.4 0.3
H -0.079592 -1.819424 2.900883 0.3 0.0 -0.2
H 0.928279 -1.389125 1.426068 -0.1 0.1 0.6
H -4.766837 -1.736999 1.497758 0.1 0.5 -0.2
H -6.823098 -0.441448 0.909090 0.1 0.0 0.3
O 6.861930 0.236432 -4.284631 -1.5 -0.8 0.7
N 5.971937 -0.413169 -3.747235 -0.9 -0.4 1.2
C 4.835414 -0.166569 -2.994821 1.6 0.1 -1.9
C 4.263097 -1.410935 -2.655154 0.6 -2.2 0.1
N 5.071474 -2.441863 -3.027671 -1.7 2.5 -0.1
O 6.062120 -1.840526 -3.752443 0.8 0.5 0.2
C 2.945642 -1.449251 -1.999231 -0.2 2.6 0.4
N 2.177983 -2.647610 -1.756198 -2.7 -1.5 1.6
O 2.601497 -3.799360 -1.964315 0.0 2.6 0.0
O 1.014133 -2.425551 -1.293891 2.7 -0.7 -1.2
C 2.326730 -0.209145 -1.668426 0.2 -2.1 -0.8
C 2.849559 0.977713 -2.234355 0.3 2.0 -0.9
N 2.230903 2.207023 -2.521256 -0.6 -1.0 1.0
O 1.144616 2.678101 -2.235989 1.8 -0.6 -0.6
O 3.131624 2.951110 -3.330425 -0.4 -0.6 0.8
N 4.276886 2.236374 -3.571731 -0.5 -2.8 1.6
C 4.087662 1.044003 -2.905925 0.3 2.9 -1.7
H 1.390273 -0.147327 -1.114496 0.0 -0.2 -0.1

---

Max |F| readings, ordered: 2.73, 2.99, 3.10, 1.51, 1.13, 3.48 eV/Å
Total energy readings, ordered: -12804.4893, -16114.7471, -32634.2465, -39991.4219, -134673.3939, -42079.2097 eV